[1]
C18H32NO2P2Ti as an isolated structure, computed with the ωB97M-V functional and the def2-TZVPD basis.

Values from the calculation:
Multiplicity: 1
Net charge: +1
Kohn-Sham gap (eV): 5.7

Each line ends with the Mulliken charge.
Geometry (Å):
C 2.27 -0.43 -1.99  -1.45
C -1.31 -1.04 -2.44  0.67
H 3.48 1.44 1.05  0.45
H -0.15 -1.92 0.86  0.16
H 4.54 0.79 -0.25  0.43
O 1.87 2.23 -3.01  -0.63
N -0.12 -0.85 -1.83  0.61
H -0.29 -1.70 -5.61  0.42
H -4.23 1.37 -0.87  0.47
H 2.23 2.56 -3.85  0.29
H -1.05 -0.72 7.00  0.38
P -2.41 0.04 -0.06  1.44
H 0.72 2.11 4.27  0.42
H 3.19 1.91 -0.67  0.22
H -3.22 -1.84 1.22  0.42
H 2.21 1.30 -2.86  0.34
H 3.27 -1.67 1.59  0.37
O -0.56 2.49 -2.39  -0.66
H 0.39 1.49 -0.71  -0.05
P 2.40 -0.31 -0.20  1.30
C 0.21 1.16 4.45  -0.30
H 4.26 -1.85 0.11  0.45
H 3.18 -0.65 -2.57  0.41
H -2.62 2.05 -1.36  0.30
H -0.76 3.43 -2.27  0.29
C -0.11 0.79 5.75  -0.63
H -2.97 -1.94 -1.38  0.42
H -0.36 1.69 1.62  0.53
H -3.41 -0.27 2.07  0.40
H 1.94 -1.31 -4.49  0.44
C -0.77 -0.86 3.60  0.09
C -0.12 0.35 3.35  0.48
H 1.33 1.10 1.90  0.40
C 1.05 -0.89 -2.57  0.79
H -4.55 -0.72 0.75  0.46
C 3.24 -1.77 0.50  -1.30
C -1.39 -1.35 -3.79  -0.84
C -3.20 1.59 -0.55  -1.37
H -2.38 -1.49 -4.22  0.45
H 0.41 2.44 -2.74  0.37
H -3.21 2.25 0.33  0.42
H -1.64 -2.19 5.06  0.38
H 0.16 1.43 6.60  0.38
H 2.67 -2.68 0.25  0.35
C -2.59 -0.93 -1.63  -1.28
H -3.36 -0.43 -2.24  0.54
C 0.26 0.84 1.97  -0.94
C 1.00 -1.24 -3.94  -1.11
C -1.12 -1.24 4.90  -0.96
C -3.51 -0.79 1.10  -1.35
H -0.43 1.25 -0.56  0.24
H -1.00 -1.53 2.76  0.22
C -0.23 -1.46 -4.55  -0.44
C -0.79 -0.42 5.99  -0.40
Ti -0.03 -0.40 0.28  -1.22
C 3.51 1.10 0.00  -1.26

[2]
C18H32NPPtSi as an isolated structure, computed with the ωB97M-V functional and the def2-TZVPD basis.

Values from the calculation:
ΔE to the lowest compared entry with this formula, charge and spin (kcal per mole): 0.0
Multiplicity: 3
Kohn-Sham gap (spin up / spin down) (eV): 3.2 / 7.3
<S²>: 2.015

Each line ends with the Löwdin spin population.
Geometry (Å):
C 1.58 1.60 -2.01  0.04
C 0.59 -0.77 5.14  0.02
C 0.39 3.43 -3.06  0.05
C -0.77 1.94 -1.53  0.07
H 3.30 -2.31 -2.57  0.01
C 1.57 2.70 -2.87  0.01
H 4.36 -0.21 0.39  0.00
H 3.61 1.33 -1.24  0.00
H -2.39 -1.23 5.01  0.00
C -2.06 1.55 -0.86  0.02
P 2.46 -0.74 -0.95  0.18
H -2.34 -1.29 -3.63  0.01
C -2.17 0.07 -0.48  0.11
H 0.08 2.01 2.79  0.00
H 3.56 -1.72 0.93  0.00
H -2.53 -1.56 3.27  0.00
H 0.82 -1.83 5.01  0.00
C 2.85 0.81 -1.84  0.03
H -0.15 2.13 4.55  0.00
H -2.15 2.12 0.08  0.00
H -1.69 3.63 -2.50  0.00
H 1.54 -0.21 5.13  0.00
H -3.20 -0.20 -0.22  0.01
H 0.39 4.28 -3.74  0.00
H -2.92 1.85 -1.47  0.00
C 0.15 -0.85 2.14  0.26
H 3.32 0.54 -2.80  0.01
H -2.80 0.36 -3.10  0.00
N -1.79 -0.82 -1.64  0.04
H -0.87 -0.53 -2.02  0.03
H 1.74 -2.85 -1.85  0.01
C 2.30 -1.99 -2.25  0.05
H -0.93 -2.37 -0.45  0.02
C -2.74 -0.69 -2.80  0.03
C 1.04 -1.61 1.58  0.10
Si -0.53 -0.18 3.76  0.06
H -3.72 -1.07 -2.48  0.00
H 1.77 -2.38 1.82  0.02
H -1.51 -0.18 0.39  0.06
C -2.28 -0.79 4.01  0.00
H 0.11 -0.63 6.11  0.00
H 4.60 -1.73 -0.54  0.01
C 3.89 -1.14 0.06  0.04
H 2.49 2.98 -3.38  0.00
H -3.00 0.04 3.92  0.00
C 0.42 1.24 -1.31  0.10
H -2.67 -2.56 -0.84  0.00
C -1.69 -2.25 -1.23  0.05
H -1.57 2.06 3.47  0.00
H -1.43 -2.85 -2.11  0.01
C -0.54 1.69 3.63  0.01
Pt 0.53 -0.31 0.07  0.46
C -0.76 3.06 -2.38  0.00
H 1.76 -1.56 -3.11  0.01

[3]
C18H32NPRuSi as an isolated structure, computed with the ωB97M-V functional and the def2-TZVPD basis.

Values from the calculation:
ΔE to the lowest compared entry with this formula, charge and spin (kcal per mole): 8.8
Multiplicity: 5
Net charge: +2
Kohn-Sham gap (spin up / spin down) (eV): 7.9 / 5.6
<S²>: 6.083

Each line ends with the Löwdin spin population.
Geometry (Å):
H -0.15 2.69 1.69  0.01
Si -0.83 -1.73 3.77  0.06
H -2.35 -3.71 3.33  0.00
H -1.97 -2.39 -1.57  0.00
C 1.69 4.28 0.05  0.02
H 2.73 -1.02 -0.51  0.02
C -0.46 3.30 -1.89  0.05
H 3.30 -2.69 -0.73  0.02
Ru -0.23 1.56 0.42  1.91
H -0.25 3.93 -2.76  0.01
C -1.17 -1.71 -1.22  0.06
H -2.83 -1.31 -3.22  0.00
H -3.30 0.70 -4.57  0.00
C -0.86 0.87 -1.48  0.04
H 0.98 4.39 0.88  0.00
H 1.55 -2.08 4.19  0.00
H 0.66 -2.93 5.47  0.00
C 0.08 -2.66 -1.29  0.07
H -1.10 -0.38 5.93  0.00
H 1.82 5.23 -0.48  0.00
N 1.44 -2.32 -1.66  0.61
H 3.26 2.26 -1.76  0.00
H 0.18 -3.10 -0.29  0.00
H -0.19 0.46 4.66  0.00
H -0.17 -3.49 -1.98  0.03
H 2.68 3.61 -2.76  0.00
H -2.57 -3.14 4.98  0.00
H 1.93 -2.36 0.44  0.00
H -2.20 2.84 -3.91  0.00
C -1.05 -0.20 4.84  0.03
C -1.99 1.94 -3.36  0.02
C 1.68 -1.39 -2.77  0.06
P 1.09 2.88 -0.94  0.09
H -1.95 0.36 4.55  0.00
C -2.32 -0.39 -2.97  0.02
H 2.66 3.96 0.48  0.00
H 0.74 -0.96 -3.17  0.01
H 0.62 2.51 1.55  0.01
C -2.39 -2.80 3.94  0.01
C -0.23 0.03 1.38  0.10
H -1.39 -1.59 -0.16  0.01
C -2.61 0.74 -3.73  0.00
C -1.38 -0.38 -1.90  0.01
H -1.09 3.89 -1.21  0.00
C 0.66 -2.70 4.39  0.01
H 2.04 1.96 -3.02  0.00
C -1.11 1.99 -2.28  0.01
H 2.17 -1.97 -3.59  0.03
C 2.38 -2.08 -0.53  0.06
C 2.37 2.68 -2.25  0.01
H 2.40 -0.60 -2.47  0.01
H 0.79 -3.64 3.84  0.00
H -3.30 -2.26 3.64  0.00
C -0.42 -1.06 2.04  0.58

[4]
C18H33AsCuN3OPS4 as an isolated structure, computed with the ωB97M-V functional and the def2-TZVPD basis.

Values from the calculation:
ΔE to the lowest compared entry with this formula, charge and spin (kcal per mole): 0.0
Multiplicity: 2
Net charge: -2
Kohn-Sham gap (eV): 4.8
<S²>: 0.756

Each line ends with the Löwdin spin population.
Geometry (Å):
H 6.11 0.66 -1.96  0.00
H 4.35 3.45 -0.13  0.00
H 3.16 3.10 1.49  0.00
H 6.11 2.40 -2.18  0.00
H -1.80 7.33 -1.47  0.00
C -2.14 1.39 -1.02  0.00
S -0.59 -1.73 -0.15  0.22
C -2.65 3.57 -1.83  0.00
P 3.35 0.45 -0.22  0.02
H 2.14 -2.10 0.04  0.00
H 4.03 -1.02 2.47  0.00
S -0.01 -3.38 2.98  0.00
H 3.06 -1.30 -2.41  0.00
C 4.24 1.66 -1.41  0.01
C -2.98 2.23 -1.74  0.00
H 6.27 1.73 -0.56  0.00
H 5.31 1.46 2.96  0.00
H 2.57 1.20 -2.73  0.00
C 3.63 1.43 -2.81  0.00
H 3.76 2.34 -3.40  0.00
H 4.22 -2.61 -2.17  0.00
H 4.13 0.62 -3.35  0.00
C 2.86 2.16 1.97  0.01
H 0.20 3.43 -0.03  0.00
H 1.81 1.98 1.74  0.01
H 2.33 -0.56 2.32  0.00
H 4.80 -0.99 -2.58  0.00
N -2.04 6.37 -1.66  0.00
H -3.87 1.84 -2.22  0.00
H -3.27 4.24 -2.41  0.00
C 3.84 3.09 -1.02  0.00
C 4.11 -1.27 -0.50  0.00
C 3.75 0.97 1.57  0.00
H 5.88 -2.49 -0.38  0.00
H 3.34 0.21 3.53  0.00
S -0.72 0.11 2.58  0.12
H 2.76 3.18 -0.87  0.00
C -1.50 4.03 -1.20  0.00
H 3.39 -2.46 1.22  0.00
S -3.37 -2.30 2.06  0.01
H 4.12 3.77 -1.84  0.00
N -1.03 1.82 -0.43  0.00
H 2.93 2.29 3.05  0.00
H 5.66 -1.48 1.04  0.00
C -1.08 5.48 -1.22  0.00
C 3.34 -0.18 2.51  0.00
H -2.34 0.33 -0.89  0.00
H 6.26 -0.77 -0.46  0.00
H -3.01 6.13 -1.54  0.00
C -0.71 3.11 -0.52  0.00
C 5.21 1.33 1.87  0.00
C 5.77 1.59 -1.52  0.00
As -1.26 -1.98 1.96  0.00
O 0.02 5.85 -0.90  0.00
N 1.85 0.44 -0.57  0.06
H 5.92 0.56 1.58  0.00
C 5.56 -1.49 -0.05  0.00
Cu 0.36 0.17 0.60  0.55
H 5.52 2.27 1.41  0.00
C 3.20 -2.32 0.16  0.00
C 4.04 -1.54 -2.02  0.00
H 3.38 -3.29 -0.33  0.00

One value per record, in order, for strongest force on any atom: 2.85; 1.89; 4.15; 0.84 eV/Å.
One value per record, in order, for molecular weight: 404.3; 516.6; 422.6; 605.2 g/mol.
One value per record, in order, for E: -2442.15689; -1509.80917; -1484.73593; -6755.66501 a.u..